(1)
{
  "formula": "C23H21AsN3NaO8",
  "method": "ωB97M-V/def2-TZVPD",
  "homo_energy_ev": -1.267,
  "max_force_ev_per_a": 2.3,
  "total_charge": -2,
  "e_above_lowest_kcal_mol": 15.9,
  "total_energy_ha": -4053.2280,
  "orbital_gap_ev": 5.2,
  "mol_weight_g_mol": 565.3,
  "species": ["Na", "O", "C", "O", "C", "C", "C", "C", "C", "C", "O", "N", "O", "O", "N", "O", "O", "H", "H", "N", "C", "C", "C", "C", "C", "C", "C", "C", "C", "C", "C", "C", "C", "H", "H", "H", "H", "H", "H", "H", "H", "H", "H", "C", "As", "C", "C", "O", "H", "H", "H", "H", "H", "H", "H", "H", "H"],
  "xyz": [[0.046080, -0.593001, -0.859994], [1.398746, 1.361444, 1.783716], [1.675659, 0.773984, 0.721933], [1.185984, 1.021203, -0.421262], [2.751356, -0.303247, 0.784662], [3.845389, -0.067066, 1.548939], [4.922984, -0.987274, 1.600456], [4.888556, -2.120958, 0.810074], [3.795711, -2.387721, 0.006805], [2.595939, -1.545483, 0.029803], [1.526427, -1.866197, -0.504535], [3.891868, -3.539632, -0.838104], [4.852995, -4.306837, -0.681787], [3.033060, -3.762429, -1.671321], [6.044239, -0.738325, 2.424001], [6.909474, -1.607892, 2.543716], [6.136915, 0.346185, 2.995677], [3.904513, 0.841017, 2.132218], [5.728541, -2.796123, 0.791622], [-1.819349, -0.832203, 0.278671], [-2.215066, -1.634131, 1.155144], [-1.248926, -2.381468, 2.052579], [-0.128821, -1.730220, 2.563311], [0.829869, -2.428068, 3.282710], [0.693212, -3.793948, 3.495300], [-0.413167, -4.456538, 2.981867], [-1.378260, -3.753386, 2.273373], [-3.696825, -1.903916, 1.395360], [-4.223694, -2.276180, 2.632929], [-5.592957, -2.440244, 2.808245], [-6.462466, -2.246015, 1.745657], [-5.951070, -1.866012, 0.508694], [-4.587079, -1.690024, 0.343104], [0.003669, -0.671241, 2.367606], [1.699251, -1.902928, 3.662188], [1.451307, -4.343446, 4.041846], [-0.517522, -5.528172, 3.117174], [-2.234601, -4.279799, 1.866507], [-3.554217, -2.431341, 3.470498], [-5.981801, -2.720256, 3.782025], [-7.529473, -2.390451, 1.878826], [-6.624261, -1.702564, -0.326387], [-4.162692, -1.368147, -0.601298], [-2.963918, 2.479382, -1.932727], [-1.207491, 1.820635, -1.326017], [-1.489940, 2.039868, 0.569354], [-0.111713, 3.343560, -1.828235], [-0.931935, 0.522678, -2.276160], [-3.249526, 3.417863, -1.453848], [-3.703764, 1.714180, -1.694313], [-2.939100, 2.614323, -3.014937], [-1.927149, 3.036875, 0.678975], [-0.546814, 1.979199, 1.108668], [-2.178590, 1.279362, 0.922899], [-0.577000, 4.269159, -1.485699], [-0.016883, 3.356665, -2.913834], [0.868681, 3.224455, -1.374160]],
  "forces_ev_per_a": [[-0.99, -1.23, -0.42], [0.09, -0.03, -0.09], [0.14, 0.43, 0.30], [0.84, 0.70, 0.44], [-0.04, 0.04, -0.03], [0.22, 0.02, 0.13], [-0.60, -0.13, -0.39], [0.11, -0.05, -0.03], [0.01, 0.59, 0.33], [0.14, -0.43, -0.20], [1.32, -0.78, 0.33], [-0.02, -0.84, -0.05], [0.00, 0.21, 0.00], [0.03, 0.25, -0.04], [0.51, 0.06, 0.18], [-0.03, -0.04, -0.05], [-0.12, 0.04, 0.03], [-0.09, 0.00, 0.01], [0.01, -0.02, 0.04], [-0.74, -0.37, 0.53], [0.13, 0.38, -0.15], [-0.08, -0.27, -0.03], [0.01, 0.03, 0.00], [0.04, 0.05, 0.02], [0.00, -0.07, 0.01], [-0.01, -0.03, -0.01], [0.05, 0.07, 0.09], [-0.02, -0.03, 0.09], [0.02, 0.00, -0.08], [-0.02, 0.00, 0.04], [-0.08, -0.02, 0.03], [0.03, 0.02, 0.01], [-0.05, -0.03, -0.03], [-0.03, -0.03, 0.01], [-0.01, 0.01, -0.02], [0.01, 0.02, -0.01], [0.01, 0.01, 0.01], [-0.03, 0.01, -0.01], [0.03, -0.02, -0.01], [0.00, 0.00, -0.01], [0.01, 0.02, 0.00], [0.01, -0.01, -0.01], [0.04, 0.01, 0.01], [0.05, -0.14, -0.03], [-1.18, 1.95, -0.13], [0.15, -0.04, 0.23], [0.16, -0.07, 0.06], [-0.11, -0.03, -0.96], [0.07, -0.01, 0.04], [0.03, -0.01, 0.02], [0.04, -0.02, 0.01], [0.03, 0.01, -0.12], [0.03, -0.04, -0.01], [-0.04, -0.05, -0.10], [-0.05, -0.03, 0.01], [-0.04, -0.03, 0.00], [-0.01, -0.03, 0.00]],
  "lowdin_charge": [0.2035, -0.0225, -0.6141, -0.1216, -0.0404, 0.0505, -0.1751, 0.0630, -0.0636, -0.2797, -0.0002, -0.3605, -0.0105, 0.0701, -0.3838, 0.0045, 0.0153, 0.1227, 0.1184, 0.0743, -0.3887, -0.1758, -0.0245, -0.0829, -0.1170, -0.1123, -0.0611, -0.1649, -0.0557, -0.1195, -0.1390, -0.1134, -0.0484, 0.1023, 0.1013, 0.0864, 0.0856, 0.1068, 0.1056, 0.0857, 0.0806, 0.0864, 0.1000, -0.2277, 0.9793, -0.2009, -0.2085, -0.5108, 0.0142, 0.0204, 0.0175, 0.0311, 0.0119, 0.0127, 0.0234, 0.0281, 0.0217]
}

(2)
{
  "formula": "C3H4BrCl",
  "method": "ωB97M-V/def2-TZVPD",
  "homo_energy_ev": -10.416,
  "max_force_ev_per_a": 3.5,
  "total_charge": 0,
  "smiles": "ClCBr.C#C",
  "e_above_lowest_kcal_mol": 49.4,
  "total_energy_ha": -3150.8154,
  "orbital_gap_ev": 11.2,
  "mol_weight_g_mol": 155.4,
  "species": ["Cl", "C", "Br", "H", "H", "C", "C", "H", "H"],
  "xyz": [[-1.532393, -1.257636, 0.464608], [-1.442254, 0.499744, 0.314907], [-2.769816, 1.351282, -0.742241], [-0.413188, 0.650305, -0.128073], [-1.366970, 0.820552, 1.286045], [2.026428, -0.822855, 0.183527], [1.640399, -0.260550, -0.802720], [2.437135, -1.379012, 1.048813], [1.420660, 0.398170, -1.624862]],
  "forces_ev_per_a": [[-0.54, -0.32, -0.18], [2.48, -1.10, -2.17], [-0.13, -0.02, 0.09], [-1.50, 0.16, 0.23], [-0.52, 1.28, 2.14], [0.60, -0.79, 0.87], [0.40, 0.54, -0.01], [-0.72, 0.74, -1.17], [-0.07, -0.49, 0.21]],
  "lowdin_charge": [0.4909, -1.0987, 0.6153, -0.0194, -0.0243, -0.0112, -0.0422, 0.0502, 0.0394]
}

(3)
{
  "formula": "C2H3BO2",
  "method": "ωB97M-V/def2-TZVPD",
  "homo_energy_ev": -9.555,
  "max_force_ev_per_a": 3.1,
  "total_charge": 0,
  "smiles": "B1OC=CO1",
  "e_above_lowest_kcal_mol": 4.1,
  "total_energy_ha": -253.3758,
  "orbital_gap_ev": 10.4,
  "mol_weight_g_mol": 69.9,
  "species": ["B", "O", "C", "C", "O", "H", "H", "H"],
  "xyz": [[1.182130, -0.801810, 0.445628], [0.470599, -1.050274, -0.703890], [-0.480967, -0.022252, -0.761037], [-0.400086, 0.706355, 0.337183], [0.594982, 0.189990, 1.160281], [1.827529, -1.503489, 0.971238], [-1.340492, -0.078579, -1.522832], [-1.157607, 1.443309, 0.635607]],
  "forces_ev_per_a": [[-2.62, 0.29, -0.59], [-0.08, 0.79, -0.89], [-1.39, -1.28, -1.25], [-0.86, 0.04, 0.33], [-0.44, 1.99, 0.08], [2.40, -1.80, 0.87], [1.97, 0.18, 1.15], [1.02, -0.22, 0.30]],
  "lowdin_charge": [-0.4060, 0.1005, -0.0881, -0.0948, 0.1142, 0.0810, 0.1584, 0.1348]
}

(4)
{
  "formula": "C4H6N2S2",
  "method": "ωB97M-V/def2-TZVPD",
  "homo_energy_ev": -8.692,
  "max_force_ev_per_a": 1.7,
  "total_charge": 0,
  "smiles": "CC(=S)/N=C\\NC=S",
  "e_above_lowest_kcal_mol": 30.3,
  "total_energy_ha": -1061.8678,
  "orbital_gap_ev": 8.2,
  "mol_weight_g_mol": 146.2,
  "species": ["C", "C", "S", "N", "C", "N", "C", "S", "H", "H", "H", "H", "H", "H"],
  "xyz": [[-1.710635, -0.297959, 1.350231], [-1.328006, -0.336861, -0.134992], [-1.552128, -1.667911, -1.136568], [-0.843010, 0.817395, -0.635288], [0.308155, 1.240308, -0.909999], [1.587391, 0.689521, -0.661570], [1.888974, -0.591313, -0.226443], [3.435590, -1.122563, -0.094335], [-2.533340, 0.398976, 1.470918], [-0.886225, 0.029017, 1.951975], [-2.086658, -1.281501, 1.608675], [0.352548, 2.163860, -1.445882], [2.358437, 1.089758, -1.210730], [1.008902, -1.130731, 0.074010]],
  "forces_ev_per_a": [[-0.63, -0.46, -1.54], [-0.15, -1.32, -0.09], [0.11, 1.16, 1.05], [0.33, 0.01, 0.15], [0.43, -0.60, 0.02], [-0.15, -0.43, -0.92], [0.76, 0.88, 0.23], [-1.05, 0.13, -0.20], [-0.07, 0.29, 0.03], [0.50, 0.09, 0.38], [0.23, -0.07, 0.26], [0.31, 0.63, -0.14], [-0.51, 0.15, 0.61], [-0.12, -0.47, 0.16]],
  "lowdin_charge": [-0.0829, -0.8719, 0.6373, 0.0535, -0.1590, -0.0120, -0.6952, 0.6399, 0.0801, 0.0714, 0.0635, 0.1225, 0.1254, 0.0274]
}

(5)
{
  "formula": "C8H8INP",
  "method": "ωB97M-V/def2-TZVPD",
  "homo_energy_ev": -13.023,
  "max_force_ev_per_a": 3.5,
  "total_charge": 1,
  "e_above_lowest_kcal_mol": 25.3,
  "total_energy_ha": -1003.0621,
  "orbital_gap_ev": 7.6,
  "mol_weight_g_mol": 276.0,
  "species": ["C", "C", "C", "C", "C", "C", "C", "C", "N", "P", "I", "H", "H", "H", "H", "H", "H", "H", "H"],
  "xyz": [[-0.038726, 2.021073, 0.097167], [-0.258723, -2.411579, -0.392603], [-1.213625, -3.396041, -0.611576], [-0.595873, -1.086566, -0.183981], [-2.614196, -3.023129, -0.547564], [-1.978525, -0.703668, -0.322517], [-2.899209, -1.698928, -0.437623], [1.971907, 3.188831, 1.289915], [0.823976, 2.637906, 0.609674], [-2.868017, 0.870774, -0.153208], [-4.904776, -0.849456, -0.569693], [0.835705, -2.707205, -0.005494], [-0.979500, -4.445059, -0.803610], [0.131267, -0.335009, -0.131583], [-3.398219, -3.761972, -0.728943], [1.834403, 4.278351, 1.165519], [1.790729, 2.693349, 2.254780], [2.773599, 2.889743, 0.589832], [-2.545620, 1.329777, -1.513915]],
  "forces_ev_per_a": [[1.12, 1.47, 1.14], [2.55, -0.90, 2.27], [-2.32, 0.44, 0.30], [-2.76, -0.08, -1.30], [1.62, -1.63, -1.11], [1.73, -0.02, 0.72], [-0.83, -0.16, -0.06], [-1.43, -0.15, -1.77], [-2.43, -1.70, -1.76], [1.10, 0.73, -0.82], [1.18, 0.07, -0.03], [-2.40, 0.52, -1.75], [0.09, 0.41, 0.27], [0.89, 0.76, 0.49], [0.35, 0.16, 0.20], [0.38, -0.45, 0.98], [1.47, 0.88, 0.12], [0.32, -0.01, 1.31], [-0.64, -0.32, 0.80]],
  "lowdin_charge": [0.0445, -0.0788, -0.0303, -0.0747, -0.0929, -0.5997, -0.6547, -0.0425, -0.1059, 0.8179, 1.1005, 0.1700, 0.1189, 0.0370, 0.1156, 0.1045, 0.1088, 0.1071, -0.0453]
}

(6)
{
  "formula": "C2H4N2O4",
  "method": "ωB97M-V/def2-TZVPD",
  "homo_energy_ev": -10.248,
  "max_force_ev_per_a": 4.4,
  "total_charge": 0,
  "smiles": "N[C@@H](O)C(=O)[N+](=O)[O-]",
  "e_above_lowest_kcal_mol": 81.9,
  "total_energy_ha": -488.9427,
  "orbital_gap_ev": 9.8,
  "mol_weight_g_mol": 120.1,
  "species": ["N", "C", "O", "C", "O", "N", "O", "O", "H", "H", "H", "H"],
  "xyz": [[-0.390208, 1.431614, -0.709978], [-0.602934, 0.481085, 0.248871], [-1.427172, -0.610892, -0.184157], [0.710216, -0.216660, 0.795835], [1.510331, 0.216646, 1.618611], [0.989008, -1.468099, -0.009844], [1.254880, -1.214179, -1.180421], [1.057451, -2.539303, 0.539801], [0.184505, 2.036520, -0.097382], [0.112758, 1.145280, -1.610471], [-1.073242, 0.913595, 1.083657], [-2.325592, -0.175607, -0.494522]],
  "forces_ev_per_a": [[1.70, 1.95, -1.59], [-0.37, -4.34, 0.43], [-2.21, 1.79, -0.75], [0.99, 1.72, 1.53], [-2.48, -1.56, -2.57], [1.46, -0.38, -0.22], [-0.41, -0.17, 0.71], [-0.33, 0.40, -0.22], [-0.03, 0.84, -1.65], [-0.69, 0.22, 2.12], [-0.35, 0.87, 1.34], [2.73, -1.35, 0.87]],
  "lowdin_charge": [0.0836, -0.4600, -0.0426, -0.1823, 0.1570, -0.3475, 0.0962, 0.1348, 0.1134, 0.1411, 0.1363, 0.1701]
}

Q: Number 5 is which compound?
A: C8H8INP